{
  "formula": "C20H29F12NO12",
  "method": "ωB97M-V with the def2-TZVPD basis set",
  "elements": ["N", "C", "C", "O", "C", "O", "C", "O", "O", "H", "H", "H", "H", "H", "H", "H", "H", "H", "C", "C", "O", "C", "O", "C", "F", "F", "F", "H", "H", "H", "H", "H", "C", "C", "O", "C", "O", "C", "F", "F", "F", "H", "H", "H", "H", "H", "C", "C", "O", "C", "O", "C", "F", "F", "F", "H", "H", "H", "H", "H", "C", "C", "O", "C", "O", "C", "F", "F", "F", "H", "H", "H", "H", "H"],
  "xyz": [[-0.685453, 2.796650, 1.598204], [-1.601882, 3.759423, 2.205269], [-1.209809, 4.170196, 3.617275], [0.046789, 4.805040, 3.615198], [-1.155235, 2.970746, 4.540851], [0.115891, 2.332431, 4.541528], [1.099334, 2.789825, 5.343939], [2.243146, 2.388549, 5.215828], [0.748106, 3.699366, 6.280644], [0.224591, 2.889040, 2.021909], [-1.029273, 1.868354, 1.781285], [-2.598888, 3.345071, 2.211384], [-1.610627, 4.662743, 1.604992], [-1.981313, 4.843577, 3.984632], [0.098210, 5.345177, 2.829329], [-1.507315, 3.212503, 5.528064], [-1.847255, 2.237814, 4.160317], [-0.017118, 3.417193, 6.785514], [0.570222, -3.555641, 4.960267], [-0.138311, -2.305951, 5.433243], [-0.800420, -1.635652, 4.339803], [-1.978459, -2.111512, 3.988811], [-2.569645, -3.025666, 4.471488], [-2.535645, -1.259191, 2.839020], [-1.602402, -1.024075, 1.912626], [-2.955793, -0.072161, 3.300790], [-3.562952, -1.857442, 2.254038], [1.262806, -3.317533, 4.153158], [1.129404, -4.000904, 5.781261], [-0.138994, -4.293150, 4.586551], [0.574342, -1.581329, 5.818754], [-0.859501, -2.522833, 6.219370], [-5.900626, -2.944076, 0.362748], [-7.079464, -2.183891, 0.927544], [-7.937916, -1.690761, -0.119202], [-8.798958, -2.560215, -0.618425], [-8.942489, -3.697004, -0.293005], [-9.656316, -1.870842, -1.692684], [-8.902908, -1.138953, -2.513841], [-10.546431, -1.063652, -1.108260], [-10.310954, -2.770136, -2.409310], [-5.354551, -2.325646, -0.350064], [-5.226880, -3.237644, 1.162436], [-6.226224, -3.842992, -0.159298], [-6.743806, -1.297966, 1.461536], [-7.657140, -2.793599, 1.620089], [1.610671, 0.528064, 0.353834], [1.009511, -0.414306, -0.664902], [1.277809, 0.022044, -2.011859], [2.465924, -0.288520, -2.494128], [3.332900, -0.894149, -1.945369], [2.577367, 0.219775, -3.940216], [2.127772, 1.469256, -4.055245], [1.857608, -0.557097, -4.755846], [3.839831, 0.190181, -4.347106], [1.261506, 1.546243, 0.184846], [1.328364, 0.222574, 1.361351], [2.698178, 0.533922, 0.288369], [-0.074294, -0.430120, -0.577355], [1.370154, -1.432565, -0.527720], [5.733142, -0.427163, -6.726378], [6.347881, 0.850877, -7.251153], [7.753645, 0.923164, -6.941359], [8.559323, 0.260701, -7.751108], [8.251529, -0.379850, -8.707497], [10.015870, 0.466900, -7.303435], [10.140585, 0.323072, -5.984101], [10.418116, 1.698371, -7.631421], [10.811465, -0.407103, -7.899944], [5.917915, -0.527789, -5.658915], [4.658764, -0.424604, -6.897831], [6.159287, -1.299649, -7.220691], [5.904202, 1.716750, -6.765537], [6.203086, 0.957737, -8.324888]],
  "atomic_forces_ev_per_a": [[-0.5, 0.2, -0.1], [0.7, -0.1, 0.0], [-0.2, 0.0, -0.4], [0.2, -0.1, 0.4], [0.0, -0.2, -0.2], [0.1, 0.0, 0.4], [2.1, -0.8, -0.3], [-2.2, 0.9, 0.1], [0.4, -0.1, 0.0], [0.3, -0.1, 0.0], [0.2, -0.3, 0.0], [-0.4, 0.0, -0.1], [-0.2, 0.3, -0.3], [-0.2, 0.2, 0.2], [0.1, 0.3, -0.3], [0.1, 0.2, 0.5], [-0.2, -0.4, -0.1], [-0.3, 0.0, 0.0], [-0.1, 0.0, -0.2], [0.3, -0.2, 0.4], [0.0, 0.2, 0.0], [0.3, 0.1, 0.1], [-0.3, -0.3, 0.1], [0.0, 0.0, -0.2], [0.1, 0.0, -0.1], [0.0, 0.2, 0.1], [-0.1, -0.1, 0.0], [0.1, 0.0, 0.1], [0.0, 0.0, 0.0], [0.0, 0.0, 0.1], [0.0, 0.1, -0.1], [-0.1, 0.0, -0.1], [-0.1, -0.1, -0.3], [0.4, -0.1, 0.4], [0.0, 0.2, 0.0], [0.2, 0.2, 0.1], [-0.1, -0.3, 0.0], [0.0, -0.1, 0.0], [0.1, 0.1, -0.1], [-0.1, 0.1, 0.1], [-0.1, -0.1, -0.1], [0.0, 0.1, 0.1], [0.0, 0.0, 0.1], [0.0, 0.0, 0.1], [-0.1, 0.1, -0.1], [-0.1, -0.1, -0.1], [0.2, 0.2, -0.2], [-0.2, -0.1, 0.6], [-0.1, 0.0, -0.1], [-0.2, 0.0, 0.1], [0.3, -0.2, 0.1], [0.0, 0.1, 0.0], [0.0, 0.2, 0.0], [-0.1, -0.1, -0.1], [0.2, 0.0, 0.0], [-0.1, 0.0, 0.0], [0.0, 0.0, 0.0], [0.0, -0.1, 0.0], [0.0, 0.1, -0.2], [0.1, 0.0, -0.1], [0.3, -0.2, 0.0], [-0.5, 0.0, 0.0], [0.0, 0.1, 0.1], [-0.2, 0.1, 0.2], [0.0, -0.2, -0.3], [0.0, -0.1, 0.0], [0.1, 0.0, 0.2], [0.1, 0.2, 0.0], [0.2, -0.1, -0.1], [-0.1, 0.1, 0.1], [0.0, 0.0, 0.0], [0.0, 0.0, -0.1], [0.1, 0.0, 0.1], [0.1, -0.1, 0.0]],
  "largest_force_ha_per_bohr": 0.0467,
  "gap_ev": 9.871,
  "smiles": "NC[C@H](O)COC(=O)O.CCOC(=O)C(F)(F)F.CCOC(=O)C(F)(F)F.CCOC(=O)C(F)(F)F.CCOC(=O)C(F)(F)F",
  "charge": 0,
  "homo_ev": -9.8425,
  "spin_multiplicity": 1,
  "energy_ha": -2935.58970
}